Here is a cluster of 6 separate species, C22H48Cl8OS in total in a non-equilibrium geometry from the OMol25 dataset. Energies are from ωB97M-V/def2-TZVPD.

The geometry in XYZ format:
```
80
Properties=species:S:1:pos:R:3:forces:R:3
C 5.326011 -7.778176 7.673202 -0.615 -0.330 0.370
S 3.992207 -6.491902 7.821187 1.822 0.300 -0.689
O 4.635594 -5.207475 7.336151 -0.994 -1.218 0.314
C 3.030583 -7.216057 6.456237 -0.361 -0.399 -0.173
H 5.005422 -8.634759 8.266144 -0.197 -0.078 0.057
H 6.284854 -7.473779 8.092785 -0.223 0.482 -0.208
H 5.396165 -8.123513 6.641735 0.251 0.349 0.000
H 3.424404 -6.808222 5.525285 -0.232 0.319 0.076
H 1.960542 -7.075534 6.609131 0.111 0.667 -0.171
H 3.110487 -8.299486 6.367410 0.441 -0.088 0.417
C 1.611059 -5.715547 -8.648250 1.661 -0.734 0.953
Cl -0.107534 -5.875050 -8.564859 -0.224 0.077 -0.656
Cl 2.408619 -6.950896 -9.791141 -0.945 1.059 1.138
Cl 2.209059 -4.113258 -9.062934 -0.459 -0.153 -0.352
Cl 2.191601 -5.990120 -6.912954 -0.032 -0.246 -1.079
C 7.114158 -4.697108 -0.326123 -0.002 -0.820 0.233
Cl 8.822572 -5.316250 -0.593635 -1.367 0.664 0.479
Cl 5.986692 -6.022346 -0.932925 0.790 1.135 0.675
Cl 6.788193 -4.372439 1.475443 0.432 -0.381 -1.953
Cl 6.849774 -3.228282 -1.285787 0.132 -0.593 0.573
C 2.987029 7.071940 -9.160676 -0.334 -1.551 -0.278
C 2.848371 5.540842 -8.888450 -0.375 0.615 0.488
C 3.211479 5.198710 -7.477263 0.528 -1.643 1.322
C 3.149754 3.703446 -6.984853 0.022 0.058 0.042
C 3.918199 2.637731 -7.777564 0.278 0.574 -1.608
C 5.397533 2.944844 -8.154862 -0.226 0.184 1.981
H 2.312552 7.652367 -8.531160 0.070 -0.100 0.150
H 2.622116 7.152947 -10.184577 0.470 0.711 -0.139
H 4.014081 7.401519 -9.003695 -0.079 0.145 -0.308
H 1.794591 5.302421 -9.032729 -0.058 -0.288 -0.293
H 3.458300 4.923514 -9.547981 -0.076 0.256 -0.393
H 2.562709 5.713424 -6.768555 0.159 0.425 -0.022
H 4.251285 5.471674 -7.297298 0.055 0.502 0.118
H 3.430280 3.682495 -5.931781 0.264 0.210 0.123
H 2.123275 3.336827 -6.979012 -0.295 0.204 -0.070
H 3.822976 1.636915 -7.356372 -0.053 0.142 0.229
H 3.333939 2.651570 -8.697647 0.139 -0.642 -0.433
H 6.083939 2.119083 -8.342152 -0.683 -0.366 -1.065
H 5.495036 3.788387 -8.838264 0.138 -0.281 -0.101
H 5.869916 3.212552 -7.209723 0.055 0.844 0.259
C -12.011733 3.367428 6.874884 0.914 0.898 0.014
C -10.566438 3.801029 6.559991 0.239 -0.279 1.220
C -9.612073 2.722311 6.052297 0.862 1.746 -0.404
C -8.161969 3.385948 5.980728 -0.233 -2.464 -1.695
C -7.160467 2.426838 5.218830 0.439 0.215 1.214
C -6.639763 1.253813 6.033876 -0.218 -0.572 0.991
H -12.418627 2.918573 5.968749 -0.516 -0.103 0.373
H -12.555707 4.247708 7.217381 -0.362 0.138 -0.597
H -12.070929 2.750853 7.771779 0.224 -0.664 -0.406
H -10.482834 4.691851 5.937440 -0.453 -0.187 -0.515
H -10.103273 4.172833 7.473956 -0.113 -0.013 0.450
H -9.906614 2.446236 5.039811 0.132 -0.038 -0.226
H -9.665232 1.793589 6.620406 0.274 0.173 0.360
H -8.121492 4.288154 5.370424 -0.782 0.165 0.030
H -7.718206 3.680703 6.931666 -0.234 -0.359 0.266
H -7.478454 1.938080 4.297903 -0.659 0.820 -0.271
H -6.317476 3.081806 4.998625 0.245 -0.203 -0.338
H -6.399736 1.521243 7.062939 0.565 0.338 -0.037
H -7.356260 0.454305 6.222373 -0.566 0.063 -0.434
H -5.808204 0.726655 5.566222 0.242 0.327 0.006
C 0.532290 -1.511444 -2.330532 1.437 0.132 -0.678
C 0.994672 -1.622510 -0.869515 -1.184 0.027 -0.325
C 0.300682 -0.596737 0.081406 0.309 -0.320 -1.444
C 0.535288 -0.737543 1.553279 0.509 -0.591 0.352
C 1.982744 -0.787445 2.063333 -0.313 1.827 -1.438
C 2.005548 -1.041564 3.520381 0.463 -1.039 0.908
H 0.957070 -0.573657 -2.688628 -0.821 0.362 -0.431
H -0.480157 -1.742077 -2.661990 -0.402 0.736 0.817
H 1.058492 -2.237585 -2.950150 0.496 -0.291 0.203
H 0.766708 -2.665186 -0.648217 0.168 -0.002 0.953
H 2.075546 -1.482414 -0.882949 0.018 -0.118 0.204
H -0.761728 -0.594101 -0.162306 -0.254 -0.319 0.272
H 0.571785 0.422180 -0.195041 0.481 0.089 -0.316
H 0.055011 0.123537 2.018027 -0.179 -0.189 0.381
H 0.096165 -1.665540 1.919451 -0.499 0.001 0.068
H 2.647678 -1.433567 1.490188 -0.341 -0.693 0.196
H 2.453453 0.173663 1.856423 -0.055 0.469 0.011
H 3.043041 -1.022401 3.854070 -0.068 -0.284 0.353
H 1.432017 -0.401487 4.190798 -0.070 0.494 -0.486
H 1.561359 -2.027084 3.660206 0.317 -0.300 0.398
```
Forces are in eV/Å.

Output
LUMO = -0.0112 Eh
HOMO level = -9.12 eV
orbital gap = 8.818 eV
largest force on an atom = 3.00 eV Å⁻¹
E_tot = -5021.8298 a.u.
relative energy (zero: lowest compared OMol25 entry of this formula, charge and spin) = 2.242 eV

=====

Here is an isolated molecule of C3H5N3OS in a non-equilibrium geometry from the OMol25 dataset. Energies are from ωB97M-V/def2-TZVPD.

The geometry in XYZ format:
```
13
Properties=species:S:1:pos:R:3:forces:R:3
N -1.911610 -0.577508 0.469038 0.937 -2.554 3.486
N -0.460869 -0.871256 -0.206037 -4.222 0.220 1.700
C -0.640797 -0.001750 -1.330067 3.749 2.100 1.695
C 0.446912 0.912404 -1.344760 -1.839 -1.730 -0.565
C 1.282727 0.577317 -0.113359 -0.074 0.310 -1.293
S 2.721238 1.343254 0.236297 -0.705 -0.835 0.496
N 0.684125 -0.537146 0.503235 -0.263 2.874 -1.471
O 0.983117 -0.963468 1.850351 1.230 0.878 -3.388
H -2.108239 0.422301 0.737955 1.233 -0.952 -0.354
H -1.971145 -1.183874 1.488332 0.583 2.190 -3.849
H -1.650654 -0.002650 -1.738068 0.701 -0.303 -0.365
H 0.654297 1.694702 -2.205368 -0.222 -1.744 2.439
H 1.970897 -0.812327 1.652452 -1.108 -0.453 1.471
```
Forces are in eV/Å.

Output
LUMO = -0.0144 Eh
HOMO level = -8.40 eV
orbital gap = 8.006 eV
SMILES = Nn1ccc(=S)n1O
largest force on an atom = 4.62 eV Å⁻¹
E_tot = -754.7924 a.u.
relative energy (zero: lowest compared OMol25 entry of this formula, charge and spin) = 6.712 eV